Entry 1:
{
  "formula": "C23H24N2OPd",
  "method": "wB97M-V/def2-TZVPD",
  "elements": ["H", "C", "H", "C", "C", "C", "N", "C", "H", "H", "C", "H", "C", "C", "O", "H", "H", "H", "C", "C", "C", "C", "C", "C", "H", "C", "H", "H", "N", "H", "C", "H", "C", "C", "H", "H", "H", "H", "H", "C", "Pd", "H", "C", "H", "C", "H", "H", "C", "H", "C", "H"],
  "coordinates": [[-3.097246, -2.249749, 0.815102], [-0.979134, -2.949084, 4.242311], [-2.356529, -3.958626, 2.939045], [0.228792, -1.200900, 3.182491], [-3.075520, 4.834947, -2.738666], [-1.300173, -2.376987, 1.942935], [2.108852, 1.053252, -0.127198], [4.221693, -1.978348, -0.952219], [4.795678, -4.017563, -1.274181], [-5.076509, 5.299715, -3.365684], [-4.119833, 2.429709, -1.839096], [0.728275, -3.370482, -0.078626], [-1.891450, 1.720103, -1.049525], [-4.429519, 4.571512, -2.894570], [-1.524645, -1.976458, -0.490470], [2.536339, 2.867338, -1.130948], [-6.000347, 3.149065, -2.559671], [4.192410, 0.682728, 0.043882], [3.357666, 0.378969, -0.596193], [-2.246963, 3.900783, -2.137613], [-1.615752, -3.175727, 3.041436], [1.713525, -2.984865, -0.311055], [2.314165, 1.616944, 1.214810], [-1.146116, 0.906166, -0.528489], [-1.190364, 4.104817, -2.018720], [-4.945790, 3.364311, -2.442717], [3.088875, 2.393646, 1.190492], [-1.206944, -3.556946, 5.108327], [-0.382636, -1.421962, 2.013832], [5.200347, -1.584989, -1.207338], [-2.066621, -2.584411, 0.648177], [1.383871, 2.056273, 1.572545], [-0.038901, -1.929213, 4.322322], [1.940739, -1.611182, -0.258938], [1.508336, 1.711626, -2.031596], [2.550026, -4.911948, -0.734782], [3.588034, 0.746902, -1.598319], [-2.661244, 5.772425, -3.087439], [0.819610, 2.607006, -0.688573], [-2.755010, 2.683439, -1.676729], [0.509334, -0.366620, 0.097921], [2.628377, 0.827819, 1.895862], [1.724909, 2.131868, -1.052799], [0.482746, -1.708869, 5.242505], [3.195975, -1.108718, -0.592158], [-4.519956, 1.488334, -1.486643], [0.960005, -0.403039, 3.190562], [2.735279, -3.845893, -0.686027], [-2.109568, -3.658446, 0.455157], [3.995692, -3.344667, -0.995085], [-1.772783, -1.024006, -0.527646]],
  "atomic_forces_ev_per_a": [[0.0069, -0.0071, 0.0431], [0.0109, -0.0259, 0.0659], [-0.0056, -0.0013, -0.0007], [0.0217, -0.0066, -0.0325], [-0.0001, -0.0224, 0.0149], [-0.0524, -0.0013, 0.0364], [-0.2005, -0.2174, -0.2574], [0.0319, 0.0903, -0.0224], [0.0055, -0.0049, -0.0112], [-0.0058, 0.0048, -0.0004], [0.0108, 0.0062, -0.0062], [0.0137, -0.0471, 0.0262], [-0.1399, -0.0459, -0.0658], [0.0163, -0.0218, 0.0086], [0.0926, 0.2110, 0.0788], [-0.0137, -0.0100, -0.0035], [-0.0040, -0.0005, -0.0046], [-0.0070, 0.0780, -0.0243], [0.1430, 0.0326, 0.0396], [0.0271, 0.0206, -0.0030], [-0.0138, 0.0643, -0.0355], [0.2029, 0.0635, -0.0291], [-0.0269, 0.0488, 0.0971], [0.2863, 0.1655, 0.7100], [-0.0035, 0.0090, -0.0041], [0.0037, -0.0067, 0.0078], [-0.0073, 0.0026, -0.0235], [-0.0008, 0.0008, 0.0007], [-0.0168, -0.1719, -0.3862], [0.0054, -0.0052, -0.0051], [-0.0612, 0.0100, -0.0659], [-0.0060, -0.0356, -0.0196], [-0.0046, 0.0176, -0.0380], [0.1839, -0.4357, 0.7667], [0.0227, -0.0174, -0.0048], [0.0168, -0.0109, -0.0025], [-0.0452, -0.0701, -0.0252], [-0.0009, 0.0030, -0.0042], [-0.0144, 0.0153, 0.0205], [0.0113, -0.0665, 0.0240], [-0.5685, 0.6862, -0.7553], [0.0055, -0.0121, -0.0111], [0.1226, 0.1370, -0.0151], [-0.0016, -0.0023, 0.0076], [-0.0037, -0.1114, -0.0648], [-0.0166, 0.0011, 0.0005], [0.0225, -0.0096, -0.0098], [-0.0181, -0.0316, -0.0087], [-0.0204, -0.0173, -0.0188], [-0.0688, -0.0080, 0.0211], [0.0641, -0.2438, -0.0101]],
  "relative_energy_kj_mol": 71.2,
  "gap_ev": 8.0,
  "fmax_ev_per_a": 1.168,
  "e_tot_ha": -1203.350673,
  "total_charge": 0
}


Entry 2:
{
  "formula": "C23H24N4O3S2",
  "method": "wB97M-V/def2-TZVPD",
  "elements": ["H", "C", "H", "C", "H", "H", "H", "H", "C", "H", "H", "C", "S", "C", "N", "H", "C", "C", "C", "H", "C", "H", "C", "C", "O", "H", "H", "C", "C", "C", "H", "O", "H", "H", "C", "H", "C", "C", "C", "C", "C", "N", "H", "H", "N", "H", "H", "S", "H", "H", "C", "C", "O", "H", "N", "C"],
  "coordinates": [[0.914631, -1.202914, 2.096293], [3.317828, 1.289048, -1.154076], [0.794633, 0.320125, -0.474723], [-3.765931, -2.657130, -0.279438], [2.627836, 1.990700, -0.682149], [4.145285, 2.892094, -2.389994], [4.117353, 1.055602, -0.453455], [-0.354036, -1.754597, -1.673459], [0.346011, -4.156371, 0.558257], [-2.579399, 0.651175, 0.115124], [-1.094166, -5.938374, 2.997052], [2.538978, 0.040771, -1.585010], [-0.538528, -3.575441, 2.892165], [-0.722551, 5.177654, 0.636621], [-0.711605, -0.934696, 0.870372], [1.942856, 2.557797, -3.271583], [-3.338068, -2.987323, -1.556977], [-0.332996, 4.047594, -0.035747], [1.643255, -1.465659, 0.115254], [-0.115304, 7.284298, 0.702001], [0.528837, -1.656993, 1.171348], [2.900416, 1.657118, -4.448325], [0.219004, -3.098914, 1.402694], [-0.827441, 2.675749, 0.008216], [2.540825, -2.276412, 0.009157], [-4.742904, -2.951297, 0.070808], [0.798844, -4.085152, -0.412736], [-2.194044, 1.024966, 1.066544], [-0.145912, -5.362419, 1.106730], [-1.318257, -1.993471, -1.248145], [-1.527182, 5.211162, 1.349576], [-0.162524, 0.731022, 2.289435], [-1.948588, 3.032812, 1.679876], [-3.177611, -1.694397, 1.552776], [-0.939058, 0.247047, 1.490442], [2.022072, -0.386939, -3.659565], [-0.656774, -5.202607, 2.351953], [2.608558, 1.704397, -3.400151], [-2.901241, -1.954569, 0.541068], [-1.647403, -1.601258, 0.049166], [0.992725, 6.019684, -0.645099], [-1.823271, 2.413894, 0.896420], [1.706450, 6.689789, -1.081721], [3.218629, -0.809636, -1.690437], [1.544047, -0.348597, -0.613419], [-2.962098, 0.953853, 1.836538], [0.838061, 0.599051, -2.799561], [0.981759, 4.375702, -1.112318], [4.652058, 1.257852, -2.841764], [-3.973171, -3.538278, -2.237043], [0.037989, 6.305560, 0.284148], [1.903757, 0.419509, -2.937249], [-0.402828, 1.808939, -0.744672], [-0.119251, -6.304139, 0.589041], [-2.145480, -2.663800, -2.025013], [3.817143, 1.857221, -2.475389]],
  "atomic_forces_ev_per_a": [[-0.0473, -0.0907, -0.2559], [0.1527, -0.1539, -0.1443], [-0.0439, -0.1984, 0.1125], [0.0537, 0.0632, -0.0376], [-0.0272, 0.0359, 0.0730], [0.1176, 0.0351, -0.0272], [-0.0148, 0.0040, 0.1135], [0.1279, 0.0896, 0.0488], [0.0819, 0.2383, 0.1625], [-0.0366, 0.0378, 0.2375], [-0.0692, -0.2068, 0.0932], [0.1818, -0.0033, 0.0301], [0.2606, -0.1273, -0.5302], [0.0128, -0.4857, -0.1568], [0.3451, -0.2576, -0.0595], [-0.0194, 0.0294, -0.0645], [-0.2792, -0.0611, 0.1915], [0.5120, 0.5016, -0.2682], [-0.3440, 0.1011, 0.2100], [-0.0030, 0.1656, 0.0482], [0.3296, -0.0858, 0.2874], [-0.0520, 0.0850, -0.0508], [-0.0315, -0.2436, 0.4018], [-0.5514, 0.0764, 0.3006], [0.2719, -0.2360, 0.0628], [-0.0919, -0.0349, 0.0027], [0.1162, 0.0560, -0.1608], [0.1936, 0.0740, -0.2187], [-0.1531, -0.1426, 0.0963], [0.0536, 0.3185, 0.3602], [-0.1644, -0.0246, 0.1193], [0.0424, 0.0963, 0.1329], [0.0859, -0.0032, -0.0669], [0.0034, -0.0051, 0.1067], [-0.2961, 0.2260, -0.0242], [-0.0608, -0.0501, -0.0109], [-0.0786, 0.2578, 0.2157], [0.0761, -0.0285, -0.1347], [0.2688, -0.0217, -0.2074], [-0.6550, -0.1443, -0.2742], [-0.0206, -0.3533, -0.0834], [-0.0473, -0.0450, 0.0257], [0.1362, 0.1735, -0.0766], [-0.0801, 0.1545, -0.0071], [-0.0788, 0.2506, -0.0929], [0.0232, -0.0308, -0.0622], [-0.0543, -0.0698, -0.0526], [-0.3562, 0.2601, 0.3695], [0.0897, 0.0130, -0.0234], [-0.1338, -0.0520, 0.0074], [0.1642, 0.1938, -0.0628], [-0.0322, -0.0042, -0.0582], [0.0964, -0.0895, -0.1435], [-0.0081, -0.1882, -0.0575], [0.1128, -0.1839, -0.5021], [-0.0792, 0.0848, 0.1050]],
  "relative_energy_kj_mol": 0.0,
  "smiles": "O=C(NCC(=O)N(c1cccnc1)[C@H](C(=O)NC1CCCC1)c1cccs1)c1cccs1",
  "gap_ev": 8.7,
  "fmax_ev_per_a": 0.765,
  "e_tot_ha": -2132.026704,
  "total_charge": 0
}